Density functional theory data (the ωB97M-V functional and the def2-TZVPD basis) for C22H25CdINO as an isolated structure.

Output
LUMO energy: 2.57 eV

The geometry in ORCA input format:
```
! wB97M-V def2-TZVPD RIJCOSX def2/J DEFGRID3
* xyz -1 1
C 2.338 0.092 0.844
C 2.408 -0.605 -0.386
C 1.989 0.257 -1.420
H 2.770 -1.624 -0.521
C 1.609 1.509 -0.834
C 1.878 1.409 0.584
H 1.430 2.437 -1.374
C -1.351 -1.662 1.244
C -0.276 -2.420 0.733
C -0.358 -2.423 -0.687
H 0.492 -2.930 1.311
C -1.468 -1.628 -1.070
C -2.075 -1.112 0.136
H 2.038 0.051 -2.487
H 1.848 2.238 1.285
H 2.640 -0.299 1.812
H -3.047 -0.619 0.185
H 0.298 -2.979 -1.366
H -1.604 -1.512 2.290
Cd -0.542 0.933 0.055
C -1.998 -1.375 -2.461
C -3.516 -1.611 -2.467
C -1.310 -2.288 -3.480
H -3.729 -2.633 -2.130
H -3.906 -1.474 -3.479
H -4.035 -0.913 -1.801
H -1.480 -3.339 -3.215
H -0.229 -2.096 -3.509
H -1.730 -2.099 -4.475
C -1.667 0.104 -2.825
C -2.199 0.626 -4.167
H -0.570 0.229 -2.818
H -2.087 0.789 -2.060
O -3.122 0.126 -4.810
N -1.577 1.748 -4.651
C -0.425 2.456 -4.093
H -2.002 2.133 -5.489
C 0.901 1.875 -4.549
C 2.086 2.518 -4.166
H 2.021 3.429 -3.560
C 3.324 1.999 -4.554
H 4.240 2.502 -4.236
C 3.386 0.847 -5.353
H 4.355 0.451 -5.670
C 2.203 0.210 -5.750
H 2.231 -0.686 -6.375
C 0.959 0.728 -5.354
H 0.033 0.249 -5.690
H -0.471 2.459 -2.986
H -0.485 3.506 -4.422
I -1.535 2.113 2.237
*
```

---

Density functional theory data (the ωB97M-V functional and the def2-TZVPD basis) for C22H25CuN3O3 as an isolated structure.

Output
LUMO energy (spin up / spin down): -8.32 / -8.25 eV

The geometry in ORCA input format:
```
! wB97M-V def2-TZVPD RIJCOSX def2/J DEFGRID3
* xyz 2 2
C -0.885 -2.449 -6.947
C -1.648 -1.307 -7.216
H -1.411 -3.299 -6.442
H 0.207 -2.494 -7.090
C -2.039 -0.040 -6.727
C -1.923 0.682 -5.531
H -2.277 0.287 -4.552
H -1.725 1.673 -5.681
C -2.038 -1.877 -8.567
H -1.697 -2.923 -8.715
H -1.550 -1.267 -9.329
H -3.126 -1.883 -8.585
C -2.637 0.717 -7.966
H -3.593 0.219 -8.270
H -1.916 0.654 -8.821
H -2.824 1.774 -7.719
Cu 0.310 0.514 0.339
O 0.286 -0.133 -1.429
C 1.264 -0.160 -2.242
O 1.589 1.892 -0.343
C 2.027 1.994 -1.518
O 2.727 3.039 -1.902
N 1.847 1.071 -2.539
C 3.098 2.859 -3.343
C 2.318 1.662 -3.831
H 4.179 2.678 -3.401
H 2.847 3.812 -3.824
H 2.886 0.922 -4.397
H 1.476 2.031 -4.439
C 1.643 -1.469 -2.734
C 0.787 -2.420 -2.234
H 1.927 -1.523 -3.802
H -0.130 -1.928 -2.477
H 0.745 -3.342 -2.764
C -3.345 1.656 1.920
C -3.355 0.992 3.153
C -2.358 0.050 3.430
C -1.329 -0.145 2.500
N -1.282 0.601 1.356
C -2.309 1.407 1.022
C -0.229 -1.079 2.588
C 0.038 -1.981 3.625
C 1.151 -2.821 3.518
C 1.917 -2.798 2.348
C 1.585 -1.901 1.332
N 0.600 -0.998 1.507
H -4.112 2.373 1.646
H -4.132 1.206 3.886
H -2.330 -0.531 4.350
H -2.254 1.855 0.031
H -0.625 -1.977 4.489
H 1.420 -3.488 4.338
H 2.775 -3.449 2.209
H 2.100 -1.865 0.374
*
```

---

Density functional theory data (the ωB97M-V functional and the def2-TZVPD basis) for C22H25FN6O as an isolated structure.

Output
LUMO energy: 0.11 eV

The geometry in ORCA input format:
```
! wB97M-V def2-TZVPD RIJCOSX def2/J DEFGRID3
* xyz 0 1
O 2.180 -1.693 3.624
C 1.401 -0.843 3.565
N 0.817 -0.260 2.473
H 0.283 0.491 2.640
C 1.412 -0.817 1.221
C 0.100 -1.280 0.676
C 0.454 -1.572 -0.722
N 0.720 -0.705 -1.557
C 0.867 -1.002 -2.928
C 0.988 0.306 -3.879
N 1.521 1.370 -3.582
N 1.391 2.071 -4.572
N 0.792 1.592 -5.521
N 0.154 0.531 -4.991
C -0.731 -0.414 -5.643
H -0.608 -1.209 -5.278
H -0.434 -0.127 -6.773
C -2.110 0.308 -5.260
C -2.558 0.013 -3.916
C -2.161 1.209 -2.896
C -2.336 0.862 -1.542
C -3.020 -0.062 -0.961
C -3.367 -1.183 -1.949
C -3.055 -0.924 -3.248
H -3.412 -2.144 -3.996
H -3.733 -2.148 -1.680
H -2.963 -0.300 -0.081
H -2.257 1.714 -0.924
H -1.636 2.123 -3.230
H -2.857 -0.272 -5.911
H -2.336 1.217 -5.587
H 1.827 -1.633 -3.147
H -0.035 -1.476 -3.303
C 2.070 -0.010 -1.011
C 1.744 0.498 0.428
H 2.370 0.973 0.796
H 0.884 1.072 0.340
H 2.197 1.105 -1.630
H 2.720 -0.722 -0.979
H -0.688 -2.087 -1.126
H 1.170 -2.349 -0.880
H -0.363 -1.984 1.364
H -0.759 -0.590 0.710
H 2.184 -1.376 1.407
C 0.930 -0.363 5.144
C -0.202 0.342 5.121
C -0.499 0.859 6.447
C 0.421 0.705 7.441
C 1.425 -0.085 7.354
C 1.787 -0.403 6.257
H 2.725 -0.999 5.910
H 2.163 -0.160 8.171
H -0.046 0.918 8.387
H -1.486 1.384 6.607
F -1.109 0.632 4.171
*
```

---

Density functional theory data (the ωB97M-V functional and the def2-TZVPD basis) for a 3-piece molecular cluster, C22H25IN5O6 overall.

Output
LUMO energy: -4.70 eV

The geometry in ORCA input format:
```
! wB97M-V def2-TZVPD RIJCOSX def2/J DEFGRID3
* xyz 1 1
C -3.017 -0.808 5.670
C -3.206 0.104 4.436
N -2.315 1.310 4.470
C -1.599 1.489 3.280
C -2.180 1.977 2.132
C -1.342 2.145 0.986
C -1.939 2.684 -0.305
C -2.218 1.531 -1.292
O -1.827 1.564 -2.418
I -3.335 -0.148 -0.547
N -0.081 1.859 0.954
N 0.421 1.410 2.086
C -0.205 1.186 3.222
O 0.403 0.732 4.294
C 1.269 -0.416 4.054
C 0.573 -1.569 3.307
H -3.741 -0.570 6.459
H -2.022 -0.714 6.115
H -3.210 -1.842 5.359
H -2.941 -0.462 3.534
H -4.261 0.400 4.406
H -2.899 2.119 4.647
H -3.239 2.216 2.103
H -1.162 3.292 -0.787
H -2.804 3.333 -0.143
H 1.419 1.208 2.081
H 1.670 -0.793 4.996
H 2.159 -0.132 3.466
H -0.315 -1.860 3.879
H 1.281 -2.406 3.270
H 0.320 -1.330 2.268
C 1.733 -2.140 -2.132
C 2.354 -3.354 -1.870
C 1.902 -4.159 -0.835
C 0.825 -3.736 -0.074
C 0.201 -2.527 -0.320
C 0.659 -1.727 -1.353
N 0.324 -4.588 1.012
O 0.899 -5.632 1.222
O -0.642 -4.190 1.640
H 2.085 -1.515 -2.944
H 3.191 -3.675 -2.476
H 2.389 -5.103 -0.634
H -0.637 -2.199 0.279
H 0.176 -0.778 -1.556
C 0.004 2.357 -5.988
C 0.251 1.987 -4.672
C 1.546 1.712 -4.263
C 2.581 1.815 -5.174
C 2.349 2.176 -6.490
C 1.051 2.448 -6.896
N 3.954 1.544 -4.729
O 4.115 1.208 -3.569
O 4.846 1.671 -5.538
H -1.007 2.577 -6.307
H -0.559 1.912 -3.959
H 1.735 1.424 -3.238
H 3.162 2.249 -7.198
H 0.857 2.733 -7.921
*
```

---

Density functional theory data (the ωB97M-V functional and the def2-TZVPD basis) for C22H25IrN3O4S2 as an isolated structure.

Output
LUMO energy (spin up / spin down): -6.42 / -8.66 eV

The geometry in ORCA input format:
```
! wB97M-V def2-TZVPD RIJCOSX def2/J DEFGRID3
* xyz 2 6
Ir -0.023 -0.568 -1.228
O 2.253 2.935 -1.714
S 2.119 1.802 -0.860
O 2.590 0.502 -1.269
N 0.463 1.466 -0.681
C -0.475 2.384 -0.508
C -0.267 3.735 -0.104
C -1.342 4.580 0.061
C -2.639 4.140 -0.177
C -2.901 2.805 -0.610
C -4.190 2.333 -0.916
C -4.341 1.055 -1.387
C -3.209 0.253 -1.532
N -1.990 0.669 -1.223
C -1.832 1.929 -0.774
C 2.683 2.175 0.736
C 3.338 3.387 0.933
C 3.806 3.674 2.207
C 3.604 2.771 3.242
C 2.944 1.564 3.024
C 2.482 1.250 1.759
H 0.738 4.086 0.082
H -1.173 5.601 0.378
H -3.474 4.820 -0.052
H -5.046 2.986 -0.792
H -5.313 0.662 -1.651
H -3.294 -0.755 -1.922
H 3.484 4.072 0.107
H 4.330 4.603 2.388
H 3.968 3.007 4.234
H 2.799 0.869 3.841
H 1.984 0.305 1.565
N 3.462 -2.933 -0.587
C 2.326 -2.412 -1.012
O 1.418 -2.085 -0.202
C 2.120 -2.221 -2.489
C 0.673 -1.867 -2.793
H 3.642 -3.021 0.401
H 4.188 -3.200 -1.231
H 2.421 -3.128 -3.019
H 2.796 -1.426 -2.810
H -0.020 -2.698 -2.640
H 0.536 -1.432 -3.780
O -2.263 -0.849 1.286
S -1.502 -1.896 0.561
C -2.599 -3.133 -0.190
C -2.639 -4.308 0.782
C -1.215 -4.458 1.315
C -0.761 -3.063 1.736
H -2.178 -3.411 -1.160
H -3.549 -2.617 -0.328
H -2.981 -5.211 0.282
H -3.332 -4.094 1.596
H -0.557 -4.855 0.539
H -1.170 -5.140 2.163
H 0.315 -2.911 1.746
H -1.205 -2.726 2.676
*
```

---

Density functional theory data (the ωB97M-V functional and the def2-TZVPD basis) for one molecule with the formula C22H25N3O.

Output
LUMO energy: -0.32 eV
Structure (SMILES): CCCCCCCNC(=O)c1cc(-c2ccncc2)nc2ccccc12

The geometry in ORCA input format:
```
! wB97M-V def2-TZVPD RIJCOSX def2/J DEFGRID3
* xyz 0 1
C -1.229 -3.034 -0.651
C -0.446 -3.819 0.395
C -1.302 -4.264 1.583
C -1.811 -3.124 2.468
C -0.683 -2.401 3.201
C -1.176 -1.353 4.201
H -0.310 -0.922 4.712
H -1.804 -1.829 4.955
C -1.985 -0.225 3.554
N -1.289 0.370 2.437
C -1.782 0.352 1.180
O -2.880 -0.087 0.898
C -0.838 0.897 0.152
C 0.395 0.318 -0.012
C 1.258 0.792 -1.026
N 0.943 1.803 -1.799
C -0.258 2.390 -1.665
C -0.575 3.467 -2.520
C -1.793 4.081 -2.428
C -2.742 3.649 -1.488
C -2.463 2.613 -0.639
C -1.218 1.959 -0.706
H -3.195 2.272 0.077
H -3.700 4.145 -1.439
H -2.036 4.904 -3.084
H 0.167 3.777 -3.238
C 2.574 0.174 -1.250
C 3.622 0.936 -1.764
C 4.850 0.330 -1.962
N 5.087 -0.944 -1.694
C 4.090 -1.672 -1.223
C 2.820 -1.171 -0.982
H 2.041 -1.824 -0.622
H 4.322 -2.711 -1.029
H 5.691 0.887 -2.355
H 3.459 1.977 -1.995
H 0.711 -0.494 0.625
H -0.366 0.741 2.604
H -2.930 -0.603 3.159
H -2.202 0.545 4.303
H -0.081 -3.136 3.743
H -0.028 -1.913 2.477
H -2.498 -3.543 3.208
H -2.374 -2.419 1.857
H -2.162 -4.818 1.200
H -0.715 -4.952 2.199
H 0.396 -3.224 0.754
H -0.026 -4.711 -0.077
H -2.040 -3.642 -1.046
H -0.582 -2.751 -1.479
H -1.660 -2.129 -0.233
*
```

---

Number 1: E -1448.8163 Ha. Number 2: E -2882.9537 Ha. Number 3: E -1356.2533 Ha. Number 4: E -1875.7732 Ha. Number 5: E -2218.5939 Ha. Number 6: E -1092.8858 Ha.